[1]
DFT (ωB97M-V with the def2-TZVPD basis set) results for a 6-piece molecular cluster, C21H38N5O3S overall at a distorted geometry.

Cartesian coordinates (Å):
1 C 5.28959 -2.43248 0.63238
2 C 3.91925 -1.82417 0.31664
3 C 4.04833 -0.39622 -0.21339
4 C 2.68854 0.27959 -0.41736
5 C 2.16790 0.89740 0.88378
6 C 0.71170 1.39488 0.67075
7 C -0.28816 0.40789 1.27030
8 C -1.73514 0.64011 0.77985
9 C -2.41638 -0.65575 0.30349
10 C -3.91860 -0.68785 0.60489
11 C -4.77230 -1.43737 -0.41480
12 S -4.40171 -3.18500 -0.62316
13 O -5.44354 -3.98446 0.04212
14 O -3.08719 -3.50622 -0.07677
15 O -4.43613 -3.41462 -2.06807
16 H 5.95131 -1.62597 0.96051
17 H 5.25416 -3.15080 1.43886
18 H 5.72816 -2.89390 -0.25111
19 H 3.38098 -2.44898 -0.39621
20 H 3.30873 -1.79504 1.22082
21 H 4.64658 -0.40103 -1.12760
22 H 4.59358 0.17181 0.54589
23 H 2.83710 1.12188 -1.09850
24 H 1.95584 -0.40810 -0.84081
25 H 2.17112 0.16009 1.68745
26 H 2.82177 1.73817 1.11207
27 H 0.53407 1.43348 -0.40342
28 H 0.62655 2.37749 1.12944
29 H 0.02110 -0.58439 0.92836
30 H -0.21925 0.38291 2.35899
31 H -1.67996 1.35843 -0.04117
32 H -2.32852 1.06272 1.59226
33 H -2.19619 -0.87310 -0.74138
34 H -1.96141 -1.47291 0.85956
35 H -4.27347 0.34988 0.58634
36 H -4.11742 -1.03699 1.61700
37 H -5.80405 -1.40275 -0.06023
38 H -4.77166 -0.94233 -1.38181
39 C -7.30576 -3.03866 2.69240
40 C -7.04371 -1.62819 2.95017
41 N -6.84777 -0.51475 3.15284
42 H -8.16934 -3.36061 3.27347
43 H -7.50028 -3.19633 1.63255
44 H -6.44029 -3.63652 2.96856
45 C 2.12334 5.57493 1.69100
46 C 2.13561 4.65016 0.56574
47 N 2.14466 3.92844 -0.32668
48 H 2.27206 6.58971 1.32685
49 H 1.16751 5.51802 2.20905
50 H 2.92018 5.32960 2.39039
51 C 2.78557 -5.76413 -1.25432
52 C 3.43630 -5.36547 -0.01239
53 N 3.95196 -5.02472 0.95429
54 H 1.92853 -5.11872 -1.44187
55 H 3.48634 -5.67700 -2.08246
56 H 2.44552 -6.79493 -1.17908
57 C -0.70457 -0.09618 -3.78424
58 C 0.06990 -0.96750 -2.91118
59 N 0.67984 -1.64394 -2.21440
60 H -0.04870 0.37043 -4.51692
61 H -1.46619 -0.67747 -4.30049
62 H -1.18870 0.67852 -3.19227
63 C 1.69762 7.54592 -2.06358
64 C 2.13336 8.26526 -0.87186
65 N 2.47598 8.81075 0.07827
66 H 0.71790 7.90449 -2.37263
67 H 2.40903 7.70657 -2.87094
68 H 1.63796 6.47956 -1.84760

The HOMO-LUMO gap comes out at 6.73 eV. The total charge is -1. Its LUMO energy is 1.9 eV. Its spin multiplicity is 1.

Results of the Mulliken charge analysis, in e, for atoms 1 through 5: -1.487 0.175 -0.924 0.468 -0.893



[2]
DFT (ωB97M-V with the def2-TZVPD basis set) results for C21H39AuI2N4OP as an isolated structure.

Cartesian coordinates (Å):
1 Au -0.22391 -0.41525 0.95314
2 C 2.23599 1.10032 1.60877
3 N 1.89758 -0.27209 1.16481
4 C 2.58396 -0.53391 -0.12038
5 C 2.39443 -1.27244 2.16299
6 C 1.61607 -1.30641 3.44683
7 C 1.98721 -0.51110 4.52474
8 C 1.27209 -0.53643 5.71229
9 C 0.17591 -1.37760 5.83718
10 C -0.19377 -2.19622 4.78363
11 C 0.51982 -2.17300 3.58561
12 H 3.31998 1.18515 1.74281
13 H 1.74024 1.31471 2.55267
14 H 1.90450 1.80056 0.84755
15 H 3.66719 -0.45877 0.02018
16 H 2.25448 0.19913 -0.85055
17 H 2.33595 -1.53727 -0.46287
18 H 3.44665 -1.03961 2.35935
19 H 2.34424 -2.24585 1.67729
20 H 2.85894 0.12704 4.43738
21 H 1.57691 0.08902 6.54051
22 H -0.38383 -1.40743 6.76237
23 H -1.03433 -2.87019 4.87949
24 C -1.45001 3.24287 0.30222
25 N -1.14730 3.64417 -1.00707
26 C -2.11498 4.54292 -1.60241
27 P -0.22788 2.57028 -1.99182
28 O 0.62872 1.76404 -1.09915
29 N -1.23790 1.63021 -2.87584
30 C -2.13874 2.12388 -3.90793
31 C -1.28591 0.18214 -2.68332
32 N 0.42855 3.63591 -3.05569
33 C 1.00388 3.12690 -4.30251
34 C 1.12042 4.82809 -2.56545
35 H -2.39536 2.56781 0.25867
36 H -1.76278 4.08031 0.92653
37 H -0.67068 2.63168 0.74952
38 H -3.07063 4.01062 -1.74437
39 H -1.76136 4.90999 -2.56136
40 H -2.29691 5.38426 -0.93357
41 H -1.93842 3.16865 -4.13183
42 H -3.18101 2.01632 -3.59523
43 H -1.99726 1.54532 -4.82412
44 H -0.62401 -0.10752 -1.87181
45 H -0.96672 -0.32055 -3.60050
46 H -2.30319 -0.13488 -2.44508
47 H 0.49230 2.22186 -4.61951
48 H 2.06689 2.90190 -4.18290
49 H 0.89256 3.88114 -5.08246
50 H 0.67259 5.18169 -1.63965
51 H 1.04220 5.61805 -3.31349
52 H 2.17882 4.62414 -2.38370
53 I -2.75316 -0.87312 1.04599
54 I -4.23132 1.47424 -0.50132
55 C -0.33011 -3.92983 -0.83614
56 C -0.56632 -4.65992 0.49314
57 C -2.04931 -5.02788 0.62837
58 C 0.29142 -5.93153 0.54885
59 C -0.18053 -3.77012 1.60117
60 C 0.13383 -3.03887 2.50492
61 H -0.61021 -4.57900 -1.66767
62 H 0.72179 -3.66153 -0.95134
63 H -0.93093 -3.01937 -0.89151
64 H -2.33543 -5.69926 -0.18306
65 H -2.67758 -4.13787 0.57582
66 H -2.24035 -5.53129 1.57603
67 H 0.01606 -6.59578 -0.27210
68 H 0.13871 -6.46198 1.48850
69 H 1.35125 -5.69144 0.45836

The HOMO-LUMO gap (alpha / beta) comes out at 9.10 / 4.84 eV. The total charge is +1. Its LUMO energy (alpha / beta) is -1.8 / -6.1 eV. The relative energy (zero: lowest compared OMol25 entry of this formula, charge and spin) comes out at 0.0000 eV. Its spin multiplicity is 3.

Results of the Mulliken charge analysis, in e, for atoms 1 through 5: 0.325 -0.884 0.818 -0.802 -1.679



[3]
DFT (ωB97M-V with the def2-TZVPD basis set) results for a 4-piece molecular cluster, C21H39BF2N3O8P2 overall at a distorted geometry.

Cartesian coordinates (Å):
1 C -2.06490 0.97235 -3.52594
2 C -1.92335 1.33747 -2.06080
3 C -1.30179 2.81482 -1.72023
4 C 0.17259 2.80692 -1.00438
5 P 0.40556 4.70725 -0.64555
6 O 1.88578 5.20439 -0.91425
7 O 0.07377 5.08998 1.05142
8 O -0.67979 5.70871 -1.58790
9 O 0.30512 2.26099 0.37967
10 B 1.74870 2.07121 0.76656
11 F 2.42151 3.23730 1.46219
12 P 2.17712 0.63946 1.98704
13 O 3.67553 0.07782 1.79336
14 O 2.17383 1.31266 3.63059
15 O 0.97349 -0.65168 1.98691
16 O 2.40006 2.10528 -0.56535
17 C 1.42096 1.98655 -1.68198
18 C 2.03879 2.56792 -3.10441
19 C 3.58689 3.10144 -2.99235
20 C 1.32937 0.36416 -1.89662
21 C 2.76003 -0.43214 -1.83137
22 F 2.68608 -1.34668 -0.64055
23 H -2.56195 1.70246 -4.32054
24 H -1.64749 -0.04416 -3.96931
25 H -2.24247 0.51920 -1.28795
26 H -1.29014 3.43802 -2.73761
27 H -2.03573 3.36970 -0.96105
28 H -0.84748 4.74957 1.30887
29 H -1.35329 6.08471 -0.92384
30 H 1.49333 2.07274 3.67618
31 H 0.81886 -0.82012 2.98104
32 H 1.27977 3.41927 -3.45076
33 H 2.01411 1.71482 -3.92722
34 H 3.70210 4.15542 -2.46729
35 H 4.28934 2.32918 -2.45880
36 H 3.98489 3.25706 -4.10629
37 H 0.59807 -0.06790 -1.06903
38 H 0.82256 0.15949 -2.95001
39 H 3.71292 0.24646 -1.84154
40 H 2.78493 -1.16086 -2.77460
41 C 1.36724 -5.31469 5.27214
42 C 2.15696 -4.23691 4.53815
43 C 1.83066 -2.82422 5.02099
44 C 0.43308 -2.45223 4.75900
45 N -0.67446 -2.16944 4.55773
46 H 0.29121 -5.20678 5.10888
47 H 1.65979 -6.30727 4.91162
48 H 1.55865 -5.27470 6.34934
49 H 1.96572 -4.32165 3.46162
50 H 3.22668 -4.42355 4.68842
51 H 2.49114 -2.11395 4.50875
52 H 2.04441 -2.73796 6.09301
53 C -5.27962 4.91246 -4.60195
54 C -4.32538 5.74886 -3.75704
55 C -3.04996 6.13692 -4.50403
56 C -2.23733 4.96773 -4.86856
57 N -1.60605 4.03892 -5.16169
58 H -4.82853 3.96021 -4.89501
59 H -6.18858 4.68791 -4.03261
60 H -5.57179 5.44993 -5.50989
61 H -4.07475 5.19553 -2.84398
62 H -4.84404 6.66275 -3.44473
63 H -2.45419 6.80068 -3.86561
64 H -3.30453 6.70892 -5.40424
65 C -0.89235 -9.56694 3.50801
66 C -1.58990 -8.22256 3.33455
67 C -0.94668 -7.35060 2.25694
68 C 0.43271 -6.97111 2.59390
69 N 1.52476 -6.68386 2.86228
70 H 0.14466 -9.44340 3.83282
71 H -1.40920 -10.16418 4.26757
72 H -0.89544 -10.13306 2.57095
73 H -1.59471 -7.69363 4.29522
74 H -2.63670 -8.40388 3.06427
75 H -1.54699 -6.44100 2.13301
76 H -0.96419 -7.87453 1.29385

The HOMO-LUMO gap comes out at 7.87 eV. The total charge is -1. Its LUMO energy is 2.1 eV. Its spin multiplicity is 1.

Results of the Mulliken charge analysis, in e, for atoms 1 through 5: -0.562 -0.424 0.150 0.113 0.851



Number 1: E -1720.681726 Ha. Number 2: E -2190.077736 Ha. Number 3: E -2497.086212 Ha.